P | # C3H9N2O

An isolated ion of composition C3H9N2O and charge +1 (wB97M-V/def2-TZVPD, the OMol25 dataset).

```
15
Properties=species:S:1:pos:R:3:nbo_charge:R:1
C 2.471 -0.305 -0.012 -0.445
N 1.376 0.679 0.108 -0.331
O 0.147 0.025 0.685 -0.395
C -0.797 -0.121 -0.273 0.282
C -2.072 -0.699 0.128 -0.213
N -1.962 0.729 0.046 -0.560
H 2.100 -1.003 -0.773 0.203
H 3.249 0.390 -0.645 0.234
H 3.003 -0.778 0.783 0.219
H 1.745 1.419 0.701 0.375
H -0.530 -0.226 -1.246 0.225
H -2.679 -1.113 -0.535 0.240
H -2.060 -1.022 1.093 0.247
H -2.513 1.298 -0.674 0.455
H -1.920 1.342 0.907 0.465
```

Values from the calculation:
- HOMO: -14.045 eV
- Frontier orbital gap: 0.3908 hartree
- Lowest unoccupied orbital energy: -3.41 eV
- Net charge: +1
- SMILES: CNO[C@H]1C[NH2+]1

---

Q | # C3H9N2O

An isolated ion of composition C3H9N2O and charge +1 (wB97M-V/def2-TZVPD, the OMol25 dataset).

```
15
Properties=species:S:1:pos:R:3:nbo_charge:R:1
C -0.206 0.118 -1.465 -0.566
C -0.786 0.181 0.317 -0.058
N -1.340 -1.014 0.854 -0.872
C 0.632 0.208 0.519 0.722
N 1.526 1.224 0.176 -0.878
O 1.233 -0.829 1.037 -0.596
H 0.591 -0.431 -1.962 0.269
H -1.119 -0.373 -1.795 0.250
H -0.343 1.179 -1.631 0.256
H -1.306 1.132 0.447 0.264
H -1.500 -0.895 1.848 0.408
H -2.144 -1.403 0.383 0.413
H 2.072 1.503 0.982 0.428
H 2.016 1.035 -0.684 0.424
H 0.675 -1.634 0.974 0.536
```

Values from the calculation:
- HOMO: -15.137 eV
- Frontier orbital gap: 0.3963 hartree
- Lowest unoccupied orbital energy: -4.35 eV
- Net charge: +1
- SMILES: C[C@@H](N)C(=[NH2+])O

---

R | # C3H9N2O

An isolated ion of composition C3H9N2O and charge +1 (wB97M-V/def2-TZVPD, the OMol25 dataset).

```
15
Properties=species:S:1:pos:R:3:nbo_charge:R:1
C 0.716 0.360 -0.975 -0.617
C -0.241 -0.198 0.057 0.167
N 0.352 -1.204 0.822 -0.836
N -0.549 0.916 1.047 -0.720
C -1.595 -0.533 -0.601 0.420
O -2.600 0.051 -0.300 -0.466
H 1.690 0.625 -0.600 0.256
H 0.385 1.313 -1.355 0.233
H 0.743 -0.328 -1.671 0.225
H -0.252 -1.652 1.508 0.389
H 0.798 -1.923 0.253 0.411
H -0.291 1.855 0.786 0.452
H -0.110 0.647 1.893 0.442
H -1.634 0.588 1.064 0.471
H -1.383 -1.271 -1.454 0.172
```

Values from the calculation:
- HOMO: -14.774 eV
- Frontier orbital gap: 0.3928 hartree
- Lowest unoccupied orbital energy: -4.09 eV
- Net charge: +1
- SMILES: C[C@@](N)([NH3+])C=O

---

Which is the most stable structure? R is the most stable.

---

P | # C4H9N3S

One molecule with the formula C4H9N3S (wB97M-V/def2-TZVPD, the OMol25 dataset).

```
17
Properties=species:S:1:pos:R:3:nbo_charge:R:1
C -2.121 -0.887 -0.961 -0.321
C -1.699 0.271 -0.447 -0.268
C -0.308 0.482 0.015 0.355
N 0.618 -0.276 -0.451 -0.642
S 2.213 -0.026 0.084 0.353
C 2.923 -1.510 -0.602 -0.754
N -0.109 1.521 0.908 -0.462
N -1.129 2.023 1.731 -0.642
H -1.451 -1.751 -1.041 0.216
H -3.134 -1.021 -1.324 0.200
H -2.387 1.133 -0.342 0.208
H 3.988 -1.490 -0.409 0.228
H 2.753 -1.556 -1.670 0.225
H 2.473 -2.426 -0.152 0.220
H 0.768 1.516 1.393 0.385
H -1.747 1.269 2.043 0.349
H -1.650 2.729 1.223 0.352
```

Values from the calculation:
- HOMO: -7.786 eV
- Frontier orbital gap: 0.3164 hartree
- Lowest unoccupied orbital energy: 0.82 eV
- SMILES: C=C/C(=N/SC)NN

---

Q | # C4H9N3S

One molecule with the formula C4H9N3S (wB97M-V/def2-TZVPD, the OMol25 dataset).

```
17
Properties=species:S:1:pos:R:3:nbo_charge:R:1
C -0.439 1.618 -0.057 -0.436
N -0.440 0.198 0.090 -0.280
C 0.712 -0.612 -0.232 -0.294
C 1.941 -0.208 0.494 -0.268
S 3.420 -0.168 -0.098 0.078
N -1.636 -0.476 -0.058 -0.322
C -2.758 0.132 -0.054 0.181
N -3.915 -0.606 -0.026 -0.819
H -0.957 2.132 0.765 0.198
H -0.854 1.964 -1.037 0.179
H 0.607 1.919 -0.082 0.216
H 0.875 -0.579 -1.312 0.194
H 0.488 -1.712 0.040 0.257
H 1.757 0.048 1.506 0.191
H -2.890 1.220 0.031 0.157
H -4.749 -0.155 0.382 0.380
H -3.784 -1.542 0.332 0.387
```

Values from the calculation:
- HOMO: -7.605 eV
- Frontier orbital gap: 0.2741 hartree
- Lowest unoccupied orbital energy: -0.15 eV
- SMILES: CN(CC=S)/N=C/N

---

Which is the most stable structure? P is the most stable.

---

P | # C4H9N3S

One molecule with the formula C4H9N3S (wB97M-V/def2-TZVPD, the OMol25 dataset).

```
17
Properties=species:S:1:pos:R:3:nbo_charge:R:1
H 0.318 -1.959 0.558 0.347
N 1.267 -1.898 0.116 -0.754
C 1.661 -0.686 0.039 0.578
N 2.952 -0.312 -0.290 -0.833
N 0.899 0.496 0.313 -0.650
C -0.484 0.436 0.596 -0.063
C -1.452 1.396 -0.086 -0.417
C -1.464 -0.100 -0.403 -0.392
S -2.830 -1.163 0.053 -0.007
H 3.253 0.442 0.294 0.384
H 3.553 -1.129 -0.236 0.396
H 1.176 1.164 -0.414 0.384
H -0.670 0.231 1.638 0.215
H -1.152 2.079 -0.876 0.225
H -2.233 1.785 0.560 0.228
H -1.033 -0.409 -1.363 0.235
H -3.760 -0.374 -0.498 0.124
```

Values from the calculation:
- HOMO: -9.106 eV
- Frontier orbital gap: 0.3675 hartree
- Lowest unoccupied orbital energy: 0.89 eV
- SMILES: [H]/N=C(/N)N[C@H]1C[C@@H]1S

---

Q | # C4H9N3S

C4H9N3S as an isolated structure (wB97M-V/def2-TZVPD, the OMol25 dataset).

```
17
Properties=species:S:1:pos:R:3:nbo_charge:R:1
C 0.604 -0.487 -0.389 0.190
C 0.237 -1.749 -1.162 -0.172
C -0.492 0.480 1.812 -0.432
C -0.217 2.105 0.036 -0.461
N 1.251 0.021 -1.587 -0.836
N -0.358 -2.948 -0.711 -0.836
N 0.429 1.033 0.777 -0.369
S 1.315 -1.338 -2.446 0.539
H -0.356 1.129 2.696 0.198
H -1.506 0.385 1.497 0.181
H -0.191 -0.442 2.278 0.207
H 0.432 3.092 0.124 0.206
H -0.218 1.877 -1.052 0.235
H -1.355 2.273 0.361 0.188
H 1.951 0.759 -1.460 0.413
H -0.202 -3.091 0.212 0.375
H -1.324 -3.099 -0.985 0.374
```

Values from the calculation:
- HOMO: -7.638 eV
- Frontier orbital gap: 0.2941 hartree
- Lowest unoccupied orbital energy: 0.37 eV

---

Which is the most stable structure? P is the most stable.

---

P | # C4H12O2

A 2-piece molecular cluster, C4H12O2 overall (wB97M-V/def2-TZVPD, the OMol25 dataset).

```
18
Properties=species:S:1:pos:R:3:nbo_charge:R:1
C 0.145 0.961 1.454 -0.615
C -0.562 0.317 0.211 -0.416
C 0.209 0.669 -1.039 0.103
C -0.121 -0.469 -2.109 -0.647
O -0.096 1.996 -1.542 -0.724
H 0.195 0.111 2.038 0.216
H 1.215 1.036 1.082 0.201
H -0.316 1.884 1.795 0.219
H -1.630 0.485 0.112 0.213
H -0.412 -0.763 0.373 0.193
H 1.299 0.666 -0.958 0.164
H 0.352 -0.280 -3.037 0.202
H -1.207 -0.592 -2.256 0.206
H 0.229 -1.551 -1.755 0.217
H -0.320 1.802 -2.498 0.467
O 0.416 -2.676 2.638 -0.936
H -0.500 -2.608 2.354 0.467
H 0.509 -3.619 2.870 0.471
```

Values from the calculation:
- HOMO: -10.233 eV
- Frontier orbital gap: 0.4013 hartree
- Lowest unoccupied orbital energy: 0.69 eV
- SMILES: CC[C@@H](C)O.O

---

Q | # C4H12O2

A 3-piece molecular cluster, C4H12O2 overall (wB97M-V/def2-TZVPD, the OMol25 dataset).

```
18
Properties=species:S:1:pos:R:3:nbo_charge:R:1
C 0.306 -0.757 0.773 -0.485
C -0.881 -0.114 0.941 -0.157
C -2.015 0.322 -0.045 -0.457
C -2.307 1.922 -0.015 -0.600
H 0.816 -1.049 1.864 0.220
H 0.440 -1.327 -0.135 0.229
H -1.200 0.214 2.070 0.193
H -2.044 0.014 -1.165 0.207
H -2.988 -0.015 0.234 0.216
H -1.478 2.638 0.123 0.217
H -2.752 2.099 -0.974 0.209
H -3.117 2.057 0.821 0.200
O 2.636 1.409 0.409 -0.951
H 3.103 0.597 0.337 0.469
H 1.693 1.218 0.491 0.482
O 1.663 -2.514 -1.675 -0.944
H 0.949 -2.660 -2.421 0.481
H 1.576 -3.192 -1.043 0.470
```

Values from the calculation:
- HOMO: -9.802 eV
- Frontier orbital gap: 0.3833 hartree
- Lowest unoccupied orbital energy: 0.63 eV
- SMILES: C=CCC.O.O

---

Which is the most stable structure? P is the most stable.

---

P | # C4H12O2

A 2-piece molecular cluster, C4H12O2 overall (wB97M-V/def2-TZVPD, the OMol25 dataset).

```
18
Properties=species:S:1:pos:R:3:nbo_charge:R:1
C -25.268 13.575 -11.047 -0.644
C -24.862 14.895 -10.476 -0.087
O -25.912 15.851 -10.563 -0.703
H -26.186 13.281 -10.537 0.195
H -24.595 12.863 -10.569 0.213
H -25.357 13.323 -12.104 0.228
H -24.131 15.325 -11.160 0.175
H -24.373 14.995 -9.507 0.174
H -26.549 15.432 -9.980 0.449
C -32.746 16.440 -9.916 -0.635
C -32.923 17.341 -8.682 -0.058
O -31.770 18.070 -8.271 -0.726
H -33.721 16.149 -10.308 0.215
H -32.267 15.501 -9.639 0.209
H -32.173 16.878 -10.733 0.223
H -33.148 16.824 -7.749 0.157
H -33.763 18.026 -8.801 0.151
H -31.985 18.481 -7.431 0.464
```

Values from the calculation:
- HOMO: -10.048 eV
- Frontier orbital gap: 0.4028 hartree
- Lowest unoccupied orbital energy: 0.91 eV
- SMILES: CCO.CCO

---

Q | # C4H12O2

A 2-piece molecular cluster, C4H12O2 overall (wB97M-V/def2-TZVPD, the OMol25 dataset).

```
18
Properties=species:S:1:pos:R:3:nbo_charge:R:1
C 1.479 -0.481 -1.292 -0.604
C 0.414 -0.033 -0.305 -0.420
C 0.546 -0.625 1.079 0.097
C -0.521 -0.080 2.023 -0.621
O 0.510 -2.045 1.037 -0.720
H 2.481 -0.162 -0.974 0.202
H 1.496 -1.566 -1.370 0.209
H 1.275 -0.047 -2.261 0.204
H -0.566 -0.340 -0.710 0.191
H 0.360 1.047 -0.257 0.211
H 1.514 -0.383 1.514 0.166
H -0.417 -0.576 2.990 0.215
H -1.513 -0.275 1.616 0.202
H -0.373 0.996 2.171 0.208
H -0.122 -2.319 0.366 0.459
O -2.148 2.259 -1.493 -0.940
H -1.492 2.602 -2.104 0.470
H -2.923 2.027 -2.030 0.472
```

Values from the calculation:
- HOMO: -10.050 eV
- Frontier orbital gap: 0.3951 hartree
- Lowest unoccupied orbital energy: 0.70 eV
- SMILES: CC[C@@H](C)O.O

---

R | # C4H12O2

A 2-piece molecular cluster, C4H12O2 overall (wB97M-V/def2-TZVPD, the OMol25 dataset).

```
18
Properties=species:S:1:pos:R:3:nbo_charge:R:1
C 1.982 0.791 -0.225 -0.615
C 0.658 0.343 -0.844 -0.397
C -0.557 0.567 0.077 -0.444
C -1.753 -0.353 -0.310 -0.067
O -2.905 0.055 0.469 -0.741
H 1.871 1.526 0.552 0.203
H 2.707 1.186 -0.942 0.212
H 2.497 -0.076 0.223 0.218
H 0.527 0.870 -1.779 0.203
H 0.820 -0.693 -1.123 0.182
H -0.156 0.438 1.062 0.191
H -0.803 1.631 -0.087 0.222
H -1.630 -1.423 -0.021 0.176
H -1.944 -0.151 -1.360 0.188
H -2.681 0.486 1.298 0.469
O 0.661 -1.895 1.311 -0.924
H -0.050 -1.244 1.331 0.462
H 0.756 -2.057 0.367 0.462
```

Values from the calculation:
- HOMO: -10.564 eV
- Frontier orbital gap: 0.4208 hartree
- Lowest unoccupied orbital energy: 0.89 eV
- SMILES: CCCCO.O

---

S | # C4H12O2

A 3-piece molecular cluster, C4H12O2 overall (wB97M-V/def2-TZVPD, the OMol25 dataset).

```
18
Properties=species:S:1:pos:R:3:nbo_charge:R:1
C 1.738 1.272 -0.533 -0.643
C 0.696 1.047 0.542 -0.171
C 0.860 0.059 1.428 -0.200
C -0.191 -0.242 2.463 -0.637
H 1.420 0.642 -1.364 0.222
H 1.812 2.342 -0.709 0.213
H 2.710 0.886 -0.227 0.209
H -0.240 1.589 0.541 0.191
H 1.847 -0.368 1.563 0.192
H 0.171 -0.027 3.470 0.211
H -1.120 0.316 2.311 0.199
H -0.540 -1.277 2.446 0.212
O 0.334 -3.573 -2.282 -0.934
H -0.273 -4.212 -2.709 0.466
H -0.252 -2.814 -2.133 0.469
O -2.614 1.822 -0.885 -0.924
H -2.772 1.858 0.086 0.463
H -3.384 2.307 -1.154 0.463
```

Values from the calculation:
- HOMO: -8.979 eV
- Frontier orbital gap: 0.3543 hartree
- Lowest unoccupied orbital energy: 0.66 eV
- SMILES: C/C=C/C.O.O

---

Which is the most stable structure? Q is the most stable.

---

P | # C4H12O2

C4H12O2 as an isolated structure (wB97M-V/def2-TZVPD, the OMol25 dataset).

```
18
Properties=species:S:1:pos:R:3:nbo_charge:R:1
C 1.913 1.029 -0.407 -0.667
C 0.509 0.541 -0.610 -0.100
C -0.517 1.013 0.223 -0.144
C -1.928 0.615 -0.080 -0.672
H 2.210 0.805 0.620 0.265
H 2.007 2.103 -0.582 0.231
H 2.616 0.505 -1.049 0.236
H 0.281 0.005 -1.519 0.276
H -0.364 1.906 0.813 0.245
H -2.368 1.205 -0.874 0.236
H -2.573 0.674 0.804 0.226
H -1.992 -0.432 -0.379 0.283
H -0.327 -3.159 -0.698 0.468
H 0.029 -1.811 0.225 0.495
O -0.449 -2.215 -0.627 -1.077
H 0.197 -0.007 0.522 0.416
H 0.130 -1.536 2.195 0.458
O 0.625 -1.241 1.421 -1.174
```

Values from the calculation:
- HOMO: -8.808 eV
- Frontier orbital gap: 0.3158 hartree
- Lowest unoccupied orbital energy: -0.21 eV

---

Q | # C4H12O2

A 2-piece molecular cluster, C4H12O2 overall (wB97M-V/def2-TZVPD, the OMol25 dataset).

```
18
Properties=species:S:1:pos:R:3:nbo_charge:R:1
C 0.000 0.000 0.000 -0.631
C 1.314 0.054 -0.720 -0.063
O 2.033 -1.202 -0.526 -0.556
C 1.914 -2.027 -1.697 -0.059
C 2.713 -3.353 -1.622 -0.630
H 0.197 0.083 1.082 0.204
H -0.522 -0.953 -0.191 0.223
H -0.661 0.830 -0.302 0.210
H 1.150 0.139 -1.812 0.162
H 1.931 0.917 -0.404 0.182
H 0.868 -2.359 -1.846 0.155
H 2.191 -1.391 -2.560 0.161
H 2.784 -3.878 -2.590 0.216
H 2.324 -4.058 -0.868 0.213
H 3.725 -3.036 -1.319 0.211
O -2.710 -1.163 1.905 -0.940
H -3.669 -1.131 2.123 0.471
H -2.261 -0.834 2.716 0.471
```

Values from the calculation:
- HOMO: -9.525 eV
- Frontier orbital gap: 0.3812 hartree
- Lowest unoccupied orbital energy: 0.85 eV
- SMILES: CCOCC.O

---

Which is the most stable structure? Q is the most stable.